[1]
ORCA calculation (ωB97M-V with the def2-TZVPD basis set) on 7 unconnected molecules or ions with the total composition C28H68F2N7O8S2 in a non-equilibrium geometry.

XYZ file:
```
115
Properties=species:S:1:pos:R:3:lowdin_charge:R:1
S 12.00641 14.99046 18.35459 0.537
S 11.90874 12.72039 16.56506 0.581
F 13.04319 14.79245 19.54254 -0.224
F 13.09869 12.86357 15.41398 -0.245
O 10.71345 14.82801 18.99748 -0.292
O 10.73480 13.28049 15.90794 -0.313
O 12.37555 16.19851 17.74253 -0.275
O 8.30272 17.39282 22.06790 0.240
O 8.04208 19.29192 15.33903 0.191
O 16.87178 16.11273 18.12080 0.143
O 14.97100 20.00259 20.24759 0.156
O 11.87830 11.34416 17.02219 -0.305
N 12.76043 13.66746 17.61210 -0.337
N 11.38363 8.61706 19.75616 -0.285
N 7.67891 11.27308 9.11169 -0.299
N 8.88229 18.50362 13.39708 0.067
N 16.13767 14.08851 17.38518 0.084
N 15.20811 21.53947 18.56324 0.083
N 6.11162 17.12910 22.93321 0.097
C 16.48691 15.03089 18.53949 -0.352
C 8.95161 17.06347 13.75773 0.029
C 8.20732 11.56620 12.96716 -0.062
C 8.79674 12.08779 8.51006 -0.115
C 14.97230 7.55792 18.75104 -0.087
C 6.52179 18.10413 24.01567 0.033
C 16.17055 14.56734 19.93495 0.034
C 6.81389 15.99769 20.80418 0.038
C 7.91046 9.83039 8.84412 0.034
C 11.00045 9.97986 20.22124 -0.119
C 8.39082 12.16859 7.11470 -0.176
C 16.44344 12.62904 17.68562 0.022
C 6.45665 11.75482 8.41072 -0.060
C 7.27724 16.90714 21.90881 -0.397
C 10.96735 7.66556 20.82448 0.043
C 7.06994 20.27359 13.34097 0.046
C 13.47082 7.39274 18.86285 -0.191
C 14.05887 22.42950 19.03192 0.055
C 10.66718 8.39394 18.45890 -0.092
C 9.61372 10.27617 19.67002 -0.112
C 9.32886 9.14701 18.60243 -0.101
C 7.94563 19.37756 14.15880 -0.406
C 15.77991 20.72365 19.70625 -0.391
C 7.56215 11.52354 10.55005 -0.190
C 8.70892 11.26707 11.50028 -0.221
C 17.21685 20.82360 20.02075 0.047
C 6.96638 12.61051 7.20085 -0.100
C 12.84276 8.63665 19.57174 -0.137
H 7.29575 10.97625 13.10650 0.083
H 16.65104 14.45619 16.61184 0.159
H 13.55814 22.82593 18.16632 0.106
H 5.81006 16.25830 23.30480 0.162
H 17.42298 21.78636 20.53137 0.136
H 15.47896 6.72729 18.28422 0.088
H 13.20086 8.72185 20.58399 0.141
H 16.48996 15.45439 20.48457 0.107
H 13.03605 9.54516 19.02536 0.119
H 7.55830 20.67377 12.44779 0.108
H 15.66527 12.33598 18.41792 0.103
H 8.97909 9.45879 17.60556 0.121
H 12.92546 7.32187 17.88948 0.119
H 16.32922 12.04940 16.80294 0.091
H 8.92096 12.77747 6.45390 0.119
H 17.82079 20.71543 19.13853 0.102
H 8.86768 10.29214 20.48459 0.122
H 15.27003 8.47197 18.26426 0.066
H 15.43087 7.64017 19.71362 0.076
H 7.71621 15.87148 20.22066 0.092
H 17.46939 12.53106 18.12576 0.132
H 14.79207 20.90806 17.83865 0.202
H 15.06408 14.44269 19.90801 0.087
H 6.87717 13.68643 7.35438 0.126
H 16.61866 13.64136 20.37064 0.122
H 9.88766 7.51743 20.84660 0.122
H 8.52765 8.51755 19.02772 0.117
H 8.07712 12.63507 13.09710 0.066
H 9.77950 19.00713 13.52261 0.207
H 7.37006 17.62740 24.48773 0.109
H 10.99586 9.98982 21.28605 0.127
H 9.71538 11.58507 8.84104 0.146
H 13.48757 21.71634 19.60472 0.099
H 7.78072 9.60211 7.77278 0.125
H 8.98493 9.67841 9.11296 0.125
H 5.95646 10.85083 8.09259 0.136
H 9.09642 17.01661 14.82251 0.097
H 8.78284 13.07720 8.94797 0.143
H 8.57818 11.16810 6.65504 0.144
H 6.05268 16.41827 20.17086 0.097
H 15.98900 22.07819 18.12824 0.194
H 9.02386 11.23427 13.61477 0.075
H 5.30295 17.47668 22.38487 0.194
H 7.97556 16.65142 13.53172 0.110
H 6.71132 21.11932 13.98718 0.137
H 6.84550 19.02935 23.55604 0.108
H 7.32735 12.57057 10.67832 0.132
H 8.69593 18.62770 12.39868 0.180
H 5.76891 18.39228 24.71502 0.106
H 6.45236 15.01854 21.18127 0.119
H 15.09817 14.14289 17.10770 0.174
H 11.65418 10.71363 19.83031 0.110
H 11.21693 8.89825 17.67427 0.118
H 5.83956 12.28005 9.12726 0.131
H 13.26852 6.48003 19.45104 0.120
H 6.21886 19.72510 12.99795 0.103
H 11.44187 6.70859 20.63258 0.106
H 9.03339 10.25002 11.36798 0.101
H 17.34324 19.97017 20.67534 0.111
H 6.41226 12.45341 6.27876 0.134
H 9.61704 11.89344 11.27878 0.126
H 6.69984 10.91396 10.92317 0.160
H 10.60731 7.33068 18.24125 0.146
H 11.28628 7.98733 21.84257 0.133
H 7.29659 9.17454 9.44262 0.120
H 9.74569 16.50342 13.19295 0.133
H 9.65381 11.29008 19.32953 0.096
H 14.42742 23.26376 19.56025 0.101
```

The value obtained for the LUMO energy is -9.519 eV. As for the net charge: +5. For the total energy, the calculation gives -84006.6558 eV. The value obtained for the HOMO energy is -0.682 hartree. The calculation puts the strongest force on any atom at 0.078 Eh/bohr.



[2]
ORCA calculation (ωB97M-V with the def2-TZVPD basis set) on a single C20H19NO8S molecule in a non-equilibrium geometry.

XYZ file:
```
49
Properties=species:S:1:pos:R:3:lowdin_charge:R:1
S 3.75735 -1.50724 -0.36020 0.679
O -1.08196 -1.26967 -0.46896 -0.001
O -2.87978 0.08422 -0.45430 0.090
O 5.16354 -1.40027 -0.61084 -0.288
O -3.13257 -3.11971 0.46875 -0.172
O 0.16108 4.03959 -1.52027 0.115
O 3.09329 -2.71951 -0.72187 -0.278
O -0.86139 2.58908 -2.87028 0.118
O -0.52534 2.18276 2.42413 0.125
N 3.58993 -1.23846 1.30382 -0.042
C 0.88554 0.57716 -2.25140 0.012
C 3.13169 1.16403 -0.70642 -0.036
C -1.46277 1.69872 1.58671 -0.206
C 2.76521 0.60269 2.65791 -0.023
C -2.22749 -3.40676 -0.55971 -0.193
C 2.25407 2.17280 -1.05637 0.024
C -1.03638 0.55093 0.96013 -0.002
C 2.84329 -0.13477 -1.08409 -0.271
C 0.11819 2.95197 -2.03673 -0.489
C -2.73395 2.44700 1.46694 0.030
C -4.40996 -2.69531 0.04538 -0.098
C 1.11219 1.87432 -1.79886 -0.115
C 1.77009 1.50126 2.98701 0.019
C 0.29597 0.30588 1.44696 -0.070
C -1.78197 -0.21219 -0.03460 -0.416
C 0.55399 1.36180 2.34195 -0.192
C 1.28374 -0.63213 1.18185 0.033
C -1.73871 -2.17543 -1.34219 -0.128
C 2.53751 -0.43430 1.74238 -0.319
C 1.75319 -0.43257 -1.87908 -0.046
H -5.04469 -2.72948 0.92879 0.092
H -2.57418 -1.66426 -1.83147 0.125
H 3.74390 0.70186 3.10333 0.114
H 1.94078 2.30084 3.68890 0.121
H -3.39129 1.93053 0.77502 0.077
H 4.48564 -1.03898 1.72411 0.116
H 1.58428 -1.46107 -2.15489 0.115
H -1.37124 -3.87116 -0.06432 0.133
H -3.21234 2.53067 2.44167 0.096
H -2.53395 3.45555 1.10634 0.097
H 0.01485 0.36638 -2.85137 0.124
H -2.66356 -4.11673 -1.28026 0.128
H 1.10737 -1.46962 0.53058 0.114
H 4.01367 1.36924 -0.12053 0.128
H 2.41686 3.19188 -0.74070 0.128
H -4.39188 -1.67108 -0.34025 0.072
H -4.81358 -3.36836 -0.72038 0.091
H -1.00363 -2.49117 -2.08546 0.130
H -1.50466 3.30906 -2.96685 0.139
```

The value obtained for the relative energy (zero: lowest compared OMol25 entry of this formula, charge and spin) is 0.0000 eV. The SMILES is COCCOC(=O)c1c(C)oc2ccc(NS(=O)(=O)c3ccc(C(=O)O)cc3)cc12. The value obtained for the LUMO energy is -0.378 eV. For the total energy, the calculation gives -49753.7159 eV. The value obtained for the HOMO energy is -0.317 hartree. The calculation puts the strongest force on any atom at 0.024 Eh/bohr.



[3]
ORCA calculation (ωB97M-V with the def2-TZVPD basis set) on a molecular structure, C10H24F6O10S6Zn in a non-equilibrium geometry.

XYZ file:
```
57
Properties=species:S:1:pos:R:3:lowdin_charge:R:1
Zn -0.34518 -0.20349 0.24256 0.409
S 3.04732 0.47278 0.41075 0.588
S 0.03996 -3.41724 0.14748 0.949
S -0.72017 2.95472 -0.89707 0.950
S -0.71909 -0.97041 -3.14665 0.917
S -3.69120 -0.11717 0.28668 0.580
S 0.16888 0.80942 3.68036 0.927
F -4.22869 -2.63552 -0.70502 0.114
F -5.92834 -1.22996 -0.82439 0.101
F 2.96661 -0.63418 -1.92732 0.118
F -4.04471 -0.92705 -2.11631 0.102
F 4.80511 0.59288 -1.73183 0.099
F 2.67393 1.48722 -2.05560 0.121
O 3.28277 1.83337 0.87213 -0.337
O 0.20552 -1.95785 0.49069 -0.578
O -0.34936 -0.86459 -1.68650 -0.562
O 1.55824 0.14412 0.45099 -0.400
O -3.91661 1.22660 -0.18586 -0.312
O 3.85268 -0.54401 1.09355 -0.322
O -0.26174 0.45014 2.25646 -0.552
O -2.25737 -0.47304 0.27715 -0.361
O -4.29367 -0.36212 1.65820 -0.353
O -0.34397 1.52560 -0.46305 -0.570
C -4.55845 -1.34813 -0.95049 -0.558
C 3.43646 0.52970 -1.51601 -0.574
C 0.96327 2.49078 3.68463 -0.209
C 1.60972 -0.25818 4.12917 -0.217
C -0.66514 0.70402 -3.85420 -0.209
C 0.84365 3.90166 -1.13648 -0.213
C -1.38056 -3.97358 1.21831 -0.188
C 0.55822 -1.88857 -4.05335 -0.236
C -1.58555 3.87370 0.44137 -0.208
C 1.50687 -4.24618 0.90878 -0.208
H 2.44528 -3.80050 0.57884 0.060
H -0.17447 0.57335 -4.81871 0.050
H 1.28745 -1.28414 4.30703 0.046
H -0.90164 4.36288 1.13496 0.046
H 1.49353 -5.24699 0.47715 0.045
H -1.18376 -3.73525 2.26357 0.065
H -0.01083 1.24429 -3.17004 0.028
H 1.58840 -1.53895 -3.98552 0.052
H -1.61961 -5.01093 0.98408 0.053
H 2.13805 0.12102 5.00392 0.055
H 0.32150 -1.98042 -5.11336 0.057
H -2.33113 3.34747 1.03742 0.067
H 1.46286 -4.21375 1.99741 0.057
H 1.26903 3.89763 -0.13291 0.052
H 1.74263 2.48068 2.92266 0.042
H -2.25353 -3.40721 0.89388 0.036
H -1.64356 1.18149 -3.90715 0.062
H 1.52092 3.78931 -1.98311 0.060
H 0.49119 -2.85985 -3.56322 0.046
H 2.25723 -0.36662 3.25907 0.036
H 0.54637 4.94958 -1.17627 0.046
H -2.05708 4.66722 -0.13837 0.048
H 1.29984 2.79498 4.67574 0.055
H 0.08214 3.08950 3.45389 0.032
```

The value obtained for the relative energy (zero: lowest compared OMol25 entry of this formula, charge and spin) is 1.0956 eV. The value obtained for the LUMO energy is 0.189 eV. For the total energy, the calculation gives -160965.2015 eV. The value obtained for the HOMO energy is -0.329 hartree. The calculation puts the strongest force on any atom at 0.105 Eh/bohr.



[4]
ORCA calculation (ωB97M-V with the def2-TZVPD basis set) on a molecular structure, C21H38BBr15Cl3O3 in a non-equilibrium geometry.

XYZ file:
```
81
Properties=species:S:1:pos:R:3:lowdin_charge:R:1
Br 5.15852 0.72604 4.13131 0.603
Br 3.74719 -1.61579 8.23847 0.601
Br -6.16730 -7.96615 1.28264 0.590
Br -5.74498 0.03132 -5.45175 0.575
Br 3.90213 3.83495 2.59727 0.644
Br -5.02552 -3.19560 2.88527 0.632
Br 1.74994 4.24629 -0.98474 0.672
Br 5.75788 1.45782 7.99902 0.645
Br 0.08123 -0.88469 -3.92804 0.735
Br -5.24482 2.63505 -2.88429 0.586
Br -3.50545 -4.04433 6.14310 0.587
Br -7.54557 -5.02293 -0.46400 0.598
Br 3.23315 2.47468 -5.79591 0.681
Br -1.73510 2.30525 -4.28585 0.690
Br 1.28846 3.90301 -8.58265 0.615
Cl -2.83752 0.55138 0.26351 0.646
Cl 0.24444 4.45682 1.58785 0.567
Cl 3.04575 -0.19970 1.01147 0.599
O -0.41799 1.85496 -1.30066 -0.128
O 0.75247 2.06597 0.65157 -0.042
O -1.27444 -0.83389 1.74136 0.037
C 5.57480 -1.36858 7.61479 -0.698
C -2.91424 -4.47874 4.33716 -0.692
C -5.58164 0.72985 -2.67525 -0.688
C -3.14688 -3.33530 3.38664 -0.682
C 6.30801 -0.35239 8.44978 -0.686
C -8.21568 -5.97192 1.09722 -0.700
C 3.26880 0.49307 -0.65748 -0.661
C -0.79971 3.05355 -0.72420 -0.307
C -1.30031 -0.29355 0.71287 -0.767
C 4.24908 1.69313 -0.53876 -0.154
C 4.21479 2.22392 4.94267 -0.726
C -0.10644 -0.33682 -0.21729 -0.074
C 3.15518 3.35243 -8.51946 -0.697
C 1.94551 0.80440 -1.41617 -0.146
C 0.44985 3.30227 0.22508 -1.120
C 3.14513 2.76137 4.02932 -0.672
C -4.85537 -0.07414 -3.71976 -0.693
C 3.33204 2.10049 -7.70210 -0.689
C -0.25016 0.18958 -5.51537 -0.669
C -7.09423 -6.41044 2.00134 -0.707
C -0.15372 1.66356 -5.21833 -0.705
B 0.62242 1.13085 -0.49467 -0.902
H 7.37609 -0.38706 8.24120 0.057
H -0.11729 2.23516 -6.14510 0.021
H -6.34354 -5.64102 2.15895 -0.023
H 3.92797 2.52613 -1.17152 0.014
H -2.61463 -3.50243 2.45248 0.061
H 4.39870 1.99680 0.50258 -0.007
H 5.51682 -1.09457 6.56439 0.006
H 4.96497 2.96463 5.20451 0.038
H 2.14610 1.62206 -2.12763 0.068
H -1.66975 3.06172 -0.04010 0.087
H 6.04243 -2.34755 7.70797 0.057
H -5.20894 0.48266 -1.68196 0.029
H 4.32390 1.67961 -7.85911 0.055
H -3.82992 0.25347 -3.87036 0.001
H 3.72114 4.19537 -8.13418 0.050
H -3.43332 -5.38762 4.04664 0.045
H 1.71282 -0.08676 -2.02437 0.018
H 0.52038 -0.10762 -6.22629 0.045
H -8.85991 -5.25899 1.60923 0.057
H 0.57772 -1.13281 0.10266 0.085
H -6.65898 0.59380 -2.70014 0.047
H 2.48542 3.43553 4.57322 0.060
H 2.55211 1.98163 3.55650 0.052
H -2.85791 -2.37141 3.79408 0.053
H -0.49966 -0.64940 -1.19941 0.055
H 3.79597 -0.27062 -1.24579 0.082
H 3.77337 1.82131 5.85248 0.019
H -7.48508 -6.73349 2.96498 0.058
H 6.14552 -0.47755 9.51634 0.047
H -4.86302 -1.13121 -3.45969 0.059
H -8.81521 -6.79987 0.73008 0.046
H 5.24698 1.39245 -0.90693 0.069
H -1.22447 -0.10360 -5.89677 0.047
H -0.92419 3.82732 -1.49484 0.087
H 2.58231 1.34391 -7.91626 0.046
H 3.43415 3.17405 -9.55688 0.054
H -1.84935 -4.68487 4.42913 0.059
H 0.70055 1.92373 -4.60302 -0.001
```

The value obtained for the LUMO energy is 1.797 eV. As for the net charge: -1. For the total energy, the calculation gives -1117422.4461 eV. The value obtained for the HOMO energy is -0.202 hartree. The calculation puts the strongest force on any atom at 0.062 Eh/bohr.



[5]
ORCA calculation (ωB97M-V with the def2-TZVPD basis set) on a single C3H3BrN2O molecule in a non-equilibrium geometry.

XYZ file:
```
10
Properties=species:S:1:pos:R:3:lowdin_charge:R:1
Br 3.34122 -0.85176 0.00264 0.561
O -0.39680 2.92985 0.01660 0.203
N 1.67237 -0.06639 -0.01871 -0.529
N 0.68543 -0.92495 0.00839 -0.198
C -0.76183 1.83026 0.00194 -0.166
C -0.60618 -0.66222 0.00620 -0.134
C -1.25347 0.61516 -0.02559 -0.088
H -2.33707 0.57896 -0.07205 0.118
H 0.90671 -1.92479 0.04247 0.122
H -1.25037 -1.52412 0.03812 0.112
```

The value obtained for the relative energy (zero: lowest compared OMol25 entry of this formula, charge and spin) is 3.6134 eV. The value obtained for the LUMO energy (spin up / spin down) is 0.305 / 0.305 eV. For the total energy, the calculation gives -78226.0825 eV. The value obtained for the HOMO energy (spin up / spin down) is -0.272 / -0.272 hartree. The calculation puts the strongest force on any atom at 0.032 Eh/bohr.